Entry 1:
Here is C35H37N6P2S2Sc as an isolated structure at a distorted geometry from the Open Molecules 2025 dataset. Energies are from ωB97M-V with the def2-TZVPD basis set.

Geometry as XYZ:
```
83
Properties=species:S:1:pos:R:3:mulliken_charge:R:1
Sc -0.5689 -1.2706 0.2938 0.030
N 2.2959 -0.8543 1.4415 0.167
P 2.0403 -1.2716 -0.2019 0.432
C 3.4523 -2.3924 -0.4605 0.976
C 4.7463 -1.8898 -0.3213 -0.709
C 5.8214 -2.7548 -0.4194 -0.666
C 5.6135 -4.1047 -0.6654 -0.559
C 4.3265 -4.5958 -0.8139 -0.656
C 3.2397 -3.7443 -0.7045 -0.335
C 2.5301 0.2187 -1.1053 0.789
C 3.0703 1.3605 -0.5273 0.116
C 3.4664 2.4059 -1.3436 -0.856
C 3.3090 2.3264 -2.7179 -0.506
C 2.7352 1.2007 -3.2900 -0.957
C 2.3410 0.1510 -2.4846 -0.560
C 1.5523 -1.3317 2.4916 0.187
C 2.0022 -1.1637 3.8101 -0.849
C 1.2695 -1.6875 4.8478 -0.471
C 0.1001 -2.3945 4.5562 -0.794
C -0.2991 -2.4963 3.2454 -0.238
N 0.3854 -1.9584 2.2078 0.238
H 3.1800 -0.4131 1.6866 0.337
H 4.9046 -0.8335 -0.1456 0.325
H 6.8256 -2.3802 -0.2993 0.438
H 6.4591 -4.7728 -0.7450 0.417
H 4.1751 -5.6470 -1.0034 0.424
H 2.2237 -4.1118 -0.8074 0.333
H 3.1730 1.4497 0.5453 0.395
H 3.9049 3.2858 -0.8974 0.466
H 3.6362 3.1461 -3.3366 0.513
H 2.6022 1.1404 -4.3586 0.570
H 1.9022 -0.7451 -2.9130 0.401
H 2.9253 -0.6367 3.9885 0.474
H 1.6030 -1.5694 5.8672 0.483
H -0.4762 -2.8611 5.3372 0.472
H -1.1967 -3.0489 2.9802 0.381
C -2.5145 -3.5003 -1.4056 -0.774
N -3.8707 -3.8018 -1.7450 0.096
C -4.4811 -2.6776 -2.4452 -0.670
N -4.4618 -1.4977 -1.5887 0.224
C -3.1154 -1.1548 -1.2540 0.055
N -2.4069 -2.2794 -0.5005 0.397
C -3.2806 -2.5987 0.7086 -0.870
N -4.6281 -2.9041 0.3371 0.197
C -4.6411 -4.0741 -0.5374 -0.696
C -5.2216 -1.7724 -0.3741 -0.711
H -1.9442 -3.3071 -2.3251 0.370
H -2.0798 -4.3619 -0.8801 0.351
H -5.5123 -2.9251 -2.6958 0.342
H -3.9343 -2.4784 -3.3694 0.319
H -3.1255 -0.2408 -0.6192 -0.704
H -2.5532 -0.9602 -2.1842 0.496
H -3.2738 -1.7231 1.3905 0.417
H -2.8480 -3.4753 1.2176 0.300
H -5.6679 -4.3142 -0.8132 0.321
H -4.2082 -4.9311 -0.0158 0.330
H -5.2208 -0.8876 0.2704 0.297
H -6.2504 -2.0175 -0.6422 0.353
S -3.2652 2.0873 0.3585 -0.513
P -1.3719 2.6619 0.4222 1.107
S -0.1543 1.0666 0.8898 0.137
C -0.7902 3.3531 -1.1638 0.557
C -0.8876 4.7233 -1.3701 -0.512
C -0.4972 5.2558 -2.5853 -0.694
C -0.0177 4.4265 -3.5859 -0.678
C 0.0610 3.0581 -3.3818 -0.599
C -0.3273 2.5181 -2.1697 -0.046
C -0.9365 3.8388 1.7321 0.153
C -1.8924 4.2943 2.6287 -0.545
C -1.5046 5.1185 3.6727 -0.596
C -0.1685 5.4530 3.8244 -0.495
C 0.7802 5.0085 2.9137 -0.782
C 0.4014 4.2051 1.8560 -0.104
H -1.2604 5.3616 -0.5822 0.484
H -0.5705 6.3175 -2.7551 0.436
H 0.2960 4.8497 -4.5262 0.437
H 0.4269 2.4167 -4.1668 0.509
H -0.2756 1.4452 -1.9859 0.010
H -2.9231 3.9897 2.5104 0.396
H -2.2410 5.4889 4.3708 0.429
H 0.1392 6.0614 4.6598 0.411
H 1.8161 5.2868 3.0318 0.436
H 1.1284 3.8447 1.1396 0.411
```

Output
- charge = +2
- LUMO energy (eV) = -6.76
- molar mass (g mol⁻¹) = 712.76
- E_HOMO (eV) = -12.930

Entry 2:
Here is a 5-piece molecular cluster, C35H38INO20 overall at a distorted geometry from the Open Molecules 2025 dataset. Energies are from ωB97M-V with the def2-TZVPD basis set.

Geometry as XYZ:
```
95
Properties=species:S:1:pos:R:3:mulliken_charge:R:1
C -3.9373 0.5665 2.5604 -1.179
C -2.5207 0.0137 2.6449 0.053
O -1.5374 0.8531 2.0602 -0.429
C -1.7223 1.1788 0.6999 -0.165
N -0.4946 1.0503 -0.0516 0.487
C 0.1616 -0.2733 -0.0310 -0.756
C -0.4176 -1.2488 -1.0510 -1.245
C -1.5891 -2.0734 -0.5421 1.302
O -2.3201 -2.6876 -1.6027 -0.555
C -3.4201 -1.9059 -2.0220 -0.851
C 0.4095 2.0874 0.2568 0.289
O 1.3280 2.0180 1.0114 -0.547
O 0.1432 3.2151 -0.4768 -0.237
C -0.1738 4.3855 0.2498 -0.307
I 1.5454 5.7059 0.2213 0.003
C -1.4243 4.9957 -0.3588 0.035
C -1.7504 6.4315 0.0165 -1.353
H -4.3978 0.3666 1.5900 0.262
H -4.5696 0.0938 3.3131 0.416
H -3.9292 1.6485 2.7042 0.292
H -2.2224 -0.0803 3.6890 0.390
H -2.4717 -0.9944 2.2121 0.054
H -2.4914 0.5559 0.2364 0.367
H -2.0514 2.2202 0.6206 -0.182
H 1.2026 -0.1000 -0.2965 0.539
H 0.1804 -0.7020 0.9742 0.455
H -0.6950 -0.7071 -1.9601 0.429
H 0.3705 -1.9488 -1.3346 0.326
H -1.2187 -2.8778 0.0900 -0.736
H -2.2774 -1.4814 0.0697 0.091
H -3.7380 -2.2750 -2.9953 0.314
H -4.2569 -1.9983 -1.3200 0.302
H -3.1400 -0.8510 -2.1154 0.316
H -0.2946 4.1388 1.3050 0.460
H -1.3638 4.8795 -1.4421 0.300
H -2.2479 4.3567 -0.0175 0.026
H -0.9319 7.1099 -0.2200 0.316
H -2.6167 6.7566 -0.5598 0.312
H -2.0077 6.5316 1.0734 0.370
C -2.1611 -7.3066 0.3576 -0.765
C -2.2857 -6.3199 -0.5439 0.072
C -2.9707 -6.5296 -1.8815 0.864
O -3.0469 -5.5703 -2.6232 -0.587
C -3.4893 -7.8476 -2.1945 -1.075
C -3.3606 -8.8301 -1.2933 0.263
C -2.6925 -8.6133 0.0481 1.114
O -2.6460 -9.5786 0.7912 -0.640
O -3.7958 -10.0685 -1.4726 -0.583
O -1.8286 -5.0962 -0.3330 -0.289
H -1.6737 -7.1610 1.3114 0.549
H -3.9663 -7.9932 -3.1533 0.434
H -3.5670 -10.5518 -0.6524 0.382
H -2.0180 -4.5111 -1.1009 0.264
C -1.9092 8.7737 -3.6283 -1.080
C -2.2023 9.8230 -4.4114 0.435
C -3.3267 9.7895 -5.4301 1.012
O -3.5031 10.8102 -6.0703 -0.630
C -4.1006 8.5774 -5.5768 -0.969
C -3.8052 7.5287 -4.7956 0.325
C -2.6941 7.5704 -3.7651 0.942
O -2.5335 6.5588 -3.1028 -0.502
O -4.4409 6.3693 -4.8380 -0.598
O -1.5576 10.9756 -4.3780 -0.580
H -1.1105 8.7899 -2.9001 0.480
H -4.8921 8.5561 -6.3121 0.433
H -4.0136 5.8037 -4.1628 0.362
H -1.9887 11.5458 -5.0475 0.372
C 1.7576 -5.2885 3.6627 -0.921
C 1.1958 -4.7022 2.5947 0.105
C 1.7789 -3.4487 1.9640 1.113
O 1.2011 -2.9862 0.9944 -0.463
C 2.9698 -2.8671 2.5392 -1.066
C 3.5289 -3.4584 3.6045 0.192
C 2.9580 -4.7146 4.2284 1.058
O 3.5625 -5.1669 5.1842 -0.633
O 4.6204 -3.0148 4.2082 -0.577
O 0.1069 -5.1689 2.0055 -0.425
H 1.3535 -6.1821 4.1170 0.474
H 3.3739 -1.9701 2.0893 0.589
H 4.7991 -3.6417 4.9388 0.360
H -0.0940 -4.6050 1.2320 0.229
C 8.8504 -1.5800 2.2314 -0.950
C 7.6016 -1.8816 1.8467 0.365
C 6.6324 -0.8317 1.3362 1.107
O 5.5320 -1.2347 0.9994 -0.611
C 7.0567 0.5467 1.2826 -1.159
C 8.3046 0.8486 1.6713 0.378
C 9.2826 -0.2031 2.1613 1.053
O 10.3910 0.1959 2.4718 -0.633
O 8.8074 2.0709 1.6666 -0.575
O 7.0940 -3.1021 1.8677 -0.608
H 9.5476 -2.3222 2.5931 0.437
H 6.3553 1.2902 0.9312 0.487
H 9.7267 1.9847 1.9927 0.376
H 6.1743 -3.0151 1.5431 0.327
```

Output
- structure (SMILES) = CCOCN(CCCOC)C(=O)O[C@@H](I)CC.O=C1C=C(O)C(=O)C=C1O.O=C1C=C(O)C(=O)C=C1O.O=C1C=C(O)C(=O)C=C1O.O=C1C=C(O)C(=O)C=C1O
- relative energy (zero: lowest compared OMol25 entry of this formula, charge and spin) (eV) = 0.000
- charge = 0
- LUMO energy (eV) = -1.59
- molar mass (g mol⁻¹) = 919.58
- E_HOMO (eV) = -9.245

Number 1: frontier orbital gap 6.165 eV. Number 2: frontier orbital gap 7.651 eV.